Record 1
Density functional theory data (ωB97M-V/def2-TZVPD) for a 2-piece molecular cluster, C16H23N4O5S overall.

Net charge: -1
HOMO-LUMO gap in eV: 7.00

Geometry (Å):
O: -2.452 -3.806 -4.267
O: -0.811 5.386 0.362
O: 2.478 1.701 0.816
O: -1.837 2.669 3.810
O: 2.928 -0.139 1.970
N: 0.401 -5.283 -1.951
S: -0.339 -0.898 -1.372
C: -1.564 -4.189 -3.521
C: 0.187 4.676 0.325
C: 2.234 0.874 1.727
C: -1.280 3.358 2.958
C: -0.375 -6.058 -2.666
C: -0.734 -3.299 -2.731
C: 0.246 -3.894 -1.944
N: -1.371 -5.534 -3.458
N: -1.082 4.667 3.158
N: 0.276 3.502 0.935
C: 1.422 5.126 -0.413
C: -0.171 -7.538 -2.625
C: -1.022 -1.815 -2.794
C: -1.449 5.393 4.370
C: 1.326 -1.645 -1.326
C: 1.193 -3.137 -1.033
C: 0.998 1.119 2.607
C: -0.294 1.298 1.784
C: -0.783 2.749 1.624
H: -1.963 -6.122 -4.027
H: -0.702 5.184 2.375
H: 1.160 2.998 0.822
H: 1.212 6.053 -0.941
H: 2.227 5.271 0.304
H: 1.713 4.346 -1.117
H: 0.060 -7.911 -3.626
H: 0.657 -7.790 -1.956
H: -1.077 -8.031 -2.264
H: -0.608 -1.409 -3.722
H: -2.104 -1.648 -2.816
H: -1.469 6.464 4.168
H: -0.721 5.180 5.155
H: -2.435 5.068 4.707
H: 1.829 -1.489 -2.285
H: 1.928 -1.161 -0.548
H: 2.187 -3.588 -1.104
H: 0.849 -3.263 -0.003
H: 1.163 1.989 3.248
H: 0.858 0.258 3.266
H: -0.149 0.869 0.795
H: -1.087 0.719 2.258
H: -1.652 2.727 0.968

Record 2
Density functional theory data (ωB97M-V/def2-TZVPD) for an isolated molecule of H3NO2.

Net charge: 0
HOMO-LUMO gap in eV: 11.65
Structure (SMILES): NOO

Geometry (Å):
N: -1.172 0.270 0.071
O: 0.273 0.898 -0.271
O: 1.264 -0.021 0.207
H: -0.949 -0.019 1.042
H: -1.101 -0.598 -0.535
H: 1.684 -0.529 -0.514

Record 3
Density functional theory data (ωB97M-V/def2-TZVPD) for C26H54Br9Cl10OP as an isolated structure.

Net charge: +1
HOMO-LUMO gap (alpha / beta) in eV: 9.42 / 7.04
Spin multiplicity: 2
Expectation value of S²: 0.75

Geometry (Å):
C: -1.026 -4.474 1.213
C: 0.005 -3.395 0.958
C: -0.159 -2.774 -0.452
C: 0.911 -1.644 -0.669
P: 0.777 -0.882 -2.439
C: 1.664 0.688 -2.449
C: 3.190 0.440 -2.182
C: 3.883 1.816 -2.163
C: 3.604 2.528 -0.822
C: 1.441 -2.091 -3.672
C: 2.460 -3.079 -3.092
C: 2.960 -4.074 -4.185
C: 4.091 -4.924 -3.663
C: -1.000 -0.638 -2.773
C: -1.315 -0.043 -4.175
C: -2.696 -0.414 -4.695
C: -3.808 0.430 -4.037
H: -0.856 -5.355 0.595
H: -1.972 -3.981 0.986
H: -1.063 -4.668 2.285
H: 1.027 -3.773 0.997
H: -0.167 -2.582 1.663
H: -1.190 -2.430 -0.539
H: -0.002 -3.576 -1.173
H: 1.938 -1.965 -0.494
H: 0.655 -0.878 0.062
H: 1.183 1.465 -1.856
H: 1.595 0.938 -3.508
H: 3.675 -0.204 -2.916
H: 3.368 -0.063 -1.232
H: 3.647 2.465 -3.007
H: 4.944 1.582 -2.255
H: 2.591 2.837 -0.566
H: 4.098 3.499 -0.782
H: 4.015 1.962 0.014
H: 1.910 -1.486 -4.449
H: 0.563 -2.522 -4.152
H: 1.973 -3.672 -2.318
H: 3.315 -2.552 -2.669
H: 3.357 -3.427 -4.968
H: 2.141 -4.626 -4.646
H: 4.899 -4.231 -3.432
H: 4.380 -5.668 -4.406
H: 3.831 -5.469 -2.755
H: -1.390 -0.016 -1.968
H: -1.532 -1.584 -2.677
H: -0.642 -0.447 -4.931
H: -1.150 1.035 -4.183
H: -2.864 -1.428 -4.335
H: -2.810 -0.399 -5.779
H: -4.806 0.033 -4.226
H: -4.022 1.347 -4.586
H: -3.660 0.664 -2.983
C: -1.412 0.880 2.563
C: -0.543 1.788 1.644
O: -0.595 1.490 0.290
H: -1.271 1.109 3.619
H: -1.063 -0.149 2.476
H: -2.475 0.965 2.338
H: 0.494 1.788 1.979
H: -0.831 2.815 1.870
C: -3.673 -0.763 0.367
Cl: -3.614 -1.676 1.932
Cl: -4.443 -1.749 -0.971
H: -4.238 0.159 0.504
H: -2.640 -0.525 0.115
C: 2.491 -0.600 3.682
Cl: 2.665 -1.701 2.334
Cl: 3.865 -1.192 4.741
H: 2.541 0.440 3.359
H: 1.507 -0.738 4.131
C: 0.190 4.784 -0.966
Cl: 1.776 5.338 -1.592
Cl: -0.944 6.179 -1.040
H: -0.060 3.939 -1.608
H: 0.334 4.412 0.048
C: -3.595 3.154 -0.829
Cl: -5.327 3.014 -0.573
Cl: -3.241 3.994 -2.338
H: -3.203 3.733 0.007
H: -3.076 2.196 -0.818
C: -4.828 0.141 4.662
Cl: -4.817 0.052 6.433
Cl: -6.173 1.106 4.126
H: -3.866 0.548 4.351
H: -4.913 -0.871 4.266
C: -1.209 5.002 4.042
Br: -0.922 5.611 5.944
Br: -1.063 6.459 2.720
Br: -3.068 4.218 3.924
H: -0.409 4.280 3.877
C: 4.289 3.880 4.256
Br: 2.574 3.365 3.454
Br: 4.095 4.134 6.292
Br: 5.163 5.396 3.272
H: 4.930 3.013 4.102
C: -1.170 -3.620 5.440
Br: -1.376 -4.069 7.379
Br: 0.678 -4.081 4.945
Br: -1.595 -1.769 4.887
H: -1.900 -4.176 4.851

Record 4
Density functional theory data (ωB97M-V/def2-TZVPD) for a 2-piece molecular cluster, C3H2Cl2N2 overall.

Net charge: 0
HOMO-LUMO gap (alpha / beta) in eV: 7.37 / 7.07
Structure (SMILES): ClC1=C=CN=N1.Cl

Geometry (Å):
Cl: 2.349 -1.635 0.037
C: 1.219 -0.447 -0.010
C: 1.288 0.930 0.182
C: 0.167 1.613 0.142
N: -0.705 0.645 -0.150
N: -0.016 -0.616 -0.218
H: -0.057 2.665 0.241
Cl: -2.426 -2.080 0.103
H: -1.819 -1.075 -0.326

- Which of these has the lowest net charge?
  C16H23N4O5S

- What is the formula in the second record?
  H3NO2

- What is the formula in the fourth record?
  C3H2Cl2N2